Formula: C24H18BrN3O4PtS2
Source: the Open Molecules 2025 dataset
Level of theory: wB97M-V/def2-TZVPD

Cartesian coordinates (Å):
Pt1 1.2176 -0.9152 0.2032
Br1 3.0656 -2.3374 0.6936
C1 4.2363 -1.6717 -0.6683
C2 5.4898 -2.1831 -0.8086
C3 6.2965 -1.6563 -1.8338
C4 5.8105 -0.6815 -2.6558
C5 4.5036 -0.1632 -2.5024
C6 3.9775 0.8136 -3.3739
C7 2.6979 1.2520 -3.2054
C8 1.8880 0.7812 -2.1506
C9 2.3493 -0.1528 -1.2505
C10 3.6812 -0.6505 -1.4532
H1 5.8552 -2.9690 -0.1614
H2 7.2989 -2.0405 -1.9669
H3 6.4267 -0.2898 -3.4566
H4 4.5988 1.1889 -4.1782
H5 2.2822 1.9858 -3.8851
H6 0.8905 1.1729 -2.0746
O1 -1.3640 0.8033 -1.9377
S1 -1.4559 1.0965 -0.5386
O2 -2.6107 0.5634 0.1545
N1 -0.0565 0.7146 0.2601
C11 0.5753 1.8308 0.7501
S2 2.0334 1.8175 1.4690
C12 -0.2062 3.0574 0.5104
C13 0.0983 4.3544 0.9039
C14 -0.7801 5.3677 0.5554
C15 -1.9387 5.1005 -0.1697
C16 -2.2470 3.8056 -0.5636
C17 -1.3558 2.8147 -0.2072
H7 1.0026 4.5455 1.4653
H8 -0.5643 6.3861 0.8508
H9 -2.6059 5.9118 -0.4291
H10 -3.1430 3.5821 -1.1276
O3 -5.3300 0.5379 3.1298
C18 -5.5587 -0.5713 2.2839
N2 -4.3278 -1.1897 1.8459
C19 -4.0002 -2.4666 2.1287
O4 -4.7399 -3.2684 2.6756
C20 -2.6260 -2.8813 1.6876
C21 -2.3739 -4.2363 1.5291
C22 -1.1221 -4.6377 1.1054
C23 -0.1616 -3.6743 0.8673
N3 -0.3834 -2.3664 1.0408
C24 -1.5935 -1.9804 1.4526
H11 -4.8282 1.1983 2.6424
H12 -6.1454 -0.2738 1.4089
H13 -6.1117 -1.3056 2.8590
H14 -3.6961 -0.6185 1.3026
H15 -3.1672 -4.9416 1.7383
H16 -0.8849 -5.6817 0.9565
H17 0.8241 -3.9542 0.5214
H18 -1.7214 -0.9234 1.6065

Atomic forces in eV per Å
Pt -1.3 -0.7 -0.6
Br 0.4 -0.4 -0.1
C 0.1 0.0 0.1
C -0.2 0.0 0.1
C 0.1 0.0 -0.1
C 0.1 0.0 -0.1
C 0.0 -0.1 0.1
C 0.0 0.1 -0.1
C 0.0 0.1 -0.1
C 0.3 -0.2 0.2
C 0.3 0.3 0.2
C -0.2 0.0 -0.1
H 0.0 0.0 0.0
H 0.0 0.0 0.0
H 0.0 0.0 0.0
H 0.0 0.0 0.0
H 0.0 0.0 0.0
H -0.1 0.0 0.0
O 0.0 0.0 0.0
S -0.3 -0.2 0.0
O 0.1 0.0 0.0
N 0.3 0.3 -0.2
C -0.1 -0.3 -0.1
S 0.3 0.2 0.4
C -0.1 0.4 0.0
C 0.0 -0.1 0.0
C 0.1 0.0 0.0
C -0.1 0.0 -0.1
C -0.1 0.1 0.0
C 0.0 0.0 -0.1
H 0.0 0.0 0.0
H 0.0 0.0 0.0
H 0.0 0.0 0.0
H 0.0 0.0 0.0
O 0.0 -0.2 0.0
C 0.0 0.1 0.0
N -0.2 0.3 0.1
C -0.1 -0.1 0.1
O 0.1 0.1 0.0
C 0.2 -0.1 0.0
C -0.1 0.1 0.0
C 0.0 0.0 0.0
C 0.0 0.0 -0.1
N 0.4 0.4 0.3
C 0.0 -0.3 0.1
H 0.0 0.1 0.0
H 0.0 0.0 0.0
H 0.0 0.0 0.0
H 0.0 0.0 -0.1
H 0.0 0.0 0.0
H 0.0 0.0 0.0
H 0.0 0.0 0.0
H 0.0 0.1 0.0

## Properties
Orbital gap   0.2726 Ha
ΔE to the lowest compared entry with this formula, charge and spin   16.5 kcal per mole
E_HOMO   -0.2906 hartree
Charge   0
Strongest force on any atom   1.61 eV/Å